No. 1
Entry from the Open Molecules 2025 dataset: a 2-piece molecular cluster, C4H7Cl2NO overall in a non-equilibrium geometry (wB97M-V/def2-TZVPD).

```
15
Properties=species:S:1:pos:R:3:forces:R:3
O 0.054 -2.250 -1.625 1.2 -1.4 0.4
C -0.817 -1.271 -1.481 1.0 3.0 -1.8
C -0.472 0.005 -1.791 -0.9 -1.6 -0.6
Cl -1.574 1.279 -1.804 -0.9 0.7 0.4
Cl 1.043 0.464 -2.467 0.4 -0.5 0.3
H 0.969 -1.900 -1.689 -0.7 -0.1 0.0
H -1.802 -1.518 -1.176 -0.6 -0.3 0.3
H -0.233 -1.477 0.844 -1.0 -1.7 0.7
N 0.216 -0.616 0.749 1.6 1.7 0.6
C 0.092 0.204 1.712 0.5 -1.4 -1.3
C 0.706 1.536 1.559 -1.4 0.2 -1.3
H -0.495 -0.041 2.584 -0.2 0.1 0.5
H 1.494 1.718 2.238 1.1 0.2 0.5
H 0.939 1.711 0.466 0.0 -0.1 1.4
H -0.120 2.154 1.882 -0.1 1.0 -0.1
```
Positions in Å, forces in eV/Å.

As for the energy above the lowest of the compared OMol25 structures with the same formula, charge and spin: 29.8 kcal/mol. The total energy is -1206.9216 Eh. The calculation puts the maximum force at 3.68 eV Å⁻¹. As for the charge: 0. As for the LUMO energy: 0.77 eV. The value obtained for the orbital gap is 0.32905 hartree. As for the structure (SMILES): OC=C(Cl)Cl.[H]/N=C/C.

Here are the Löwdin charges for atoms 1 to 2, given in e:
1 O 0.001
2 C -0.362

=====

No. 2
Entry from the Open Molecules 2025 dataset: a 3-piece molecular cluster, C4H7ClFN overall in a non-equilibrium geometry (wB97M-V/def2-TZVPD).

```
14
Properties=species:S:1:pos:R:3:forces:R:3
C -0.770 0.084 0.249 6.7 1.9 0.4
C 0.381 1.235 0.617 -0.2 -0.1 -1.5
C -0.345 0.009 -1.160 -0.8 -0.9 -3.6
C 0.535 -0.866 -1.738 -1.0 1.0 1.0
H -1.764 -0.962 1.709 5.2 -0.7 -1.1
H 0.634 -0.794 2.088 -4.3 -0.5 -3.3
H -1.740 0.319 0.317 -3.3 1.7 0.1
H 0.262 1.608 1.647 0.2 0.1 -0.4
H 0.518 2.075 -0.256 -0.3 -2.0 2.5
H -0.987 0.845 -1.725 1.8 -2.2 0.5
H 0.744 -1.010 -2.836 -0.1 0.3 1.6
N -0.484 -1.031 1.099 -2.6 -0.6 5.6
F 1.555 0.391 0.586 -1.0 2.5 0.5
Cl 1.463 -1.903 -0.596 -0.2 -0.4 -2.1
```
Positions in Å, forces in eV/Å.

As for the energy above the lowest of the compared OMol25 structures with the same formula, charge and spin: 147.6 kcal/mol. The total energy is -771.1632 Eh. The calculation puts the maximum force at 6.98 eV Å⁻¹. As for the charge: 0. As for the LUMO energy: 0.29 eV. The value obtained for the orbital gap is 0.33131 hartree.

Here are the Löwdin charges for atoms 1 to 2, given in e:
1 C -0.512
2 C -0.113

=====

No. 3
Entry from the Open Molecules 2025 dataset: an isolated ion of composition C4H7ClN and charge +1 in a non-equilibrium geometry (wB97M-V/def2-TZVPD).

```
13
Properties=species:S:1:pos:R:3:forces:R:3
C 0.655 -1.217 -0.040 -1.4 -1.8 -3.7
N 0.267 0.225 -0.224 -1.1 -2.5 2.6
C -0.881 0.762 0.567 -3.7 0.3 -4.2
C -1.800 1.659 -0.281 -2.0 -0.8 0.7
C -2.399 0.519 -0.001 4.4 1.3 1.0
Cl -3.600 -0.588 0.061 -0.5 -0.3 -0.1
H 0.809 -1.645 0.901 0.2 0.4 1.8
H -0.048 -2.002 -0.606 0.9 2.3 1.2
H 1.532 -1.267 -0.647 1.0 -0.4 0.0
H 0.272 0.369 -1.179 -1.4 0.3 -2.9
H 1.024 0.793 -0.022 2.4 1.3 1.4
H -0.585 0.848 1.561 0.1 0.4 1.6
H -2.177 2.618 -0.695 1.2 -0.5 0.5
```
Positions in Å, forces in eV/Å.

As for the energy above the lowest of the compared OMol25 structures with the same formula, charge and spin: 82.2 kcal/mol. The total energy is -671.1699 Eh. The calculation puts the maximum force at 5.60 eV Å⁻¹. As for the charge: +1. As for the LUMO energy: -3.33 eV. The value obtained for the orbital gap is 0.40799 hartree. As for the structure (SMILES): C[NH2+][C@H]1C=C1Cl.

Here are the Löwdin charges for atoms 1 to 2, given in e:
1 C 0.024
2 N 0.037

=====

No. 4
Entry from the Open Molecules 2025 dataset: an isolated ion of composition C4H7ClN and charge +1 in a non-equilibrium geometry (wB97M-V/def2-TZVPD).

```
13
Properties=species:S:1:pos:R:3:forces:R:3
Cl -2.717 -0.115 -0.190 -0.5 -0.3 0.3
C -1.324 0.436 0.724 2.0 -0.1 -1.1
C -0.314 1.114 -0.306 -2.7 0.3 -1.4
N 0.686 -0.001 -0.243 -0.3 1.9 0.5
C 0.166 -1.316 -0.454 -2.9 -1.9 0.2
C -0.141 -0.622 0.870 -0.8 -1.4 1.1
H -1.709 1.011 1.603 1.0 -0.7 -0.7
H -0.855 1.066 -1.295 1.1 0.6 0.8
H -0.014 2.130 -0.024 0.6 -0.6 -0.1
H 1.666 0.123 -0.446 0.4 0.3 0.6
H 0.966 -2.085 -0.538 -0.7 0.7 0.5
H -0.789 -1.543 -1.075 2.1 0.9 0.6
H 0.106 -0.952 1.908 0.7 0.3 -1.3
```
Positions in Å, forces in eV/Å.

As for the energy above the lowest of the compared OMol25 structures with the same formula, charge and spin: 60.2 kcal/mol. The total energy is -671.2049 Eh. The calculation puts the maximum force at 3.46 eV Å⁻¹. As for the charge: +1. As for the LUMO energy: -3.40 eV. The value obtained for the orbital gap is 0.43388 hartree. As for the structure (SMILES): Cl[C@@H]1C[N@@H+]2C[C@H]12.

Here are the Löwdin charges for atoms 1 to 2, given in e:
1 Cl 0.706
2 C -0.563

=====

No. 5
Entry from the Open Molecules 2025 dataset: C4H7ClN2 as an isolated structure in a non-equilibrium geometry (wB97M-V/def2-TZVPD).

```
14
Properties=species:S:1:pos:R:3:forces:R:3
C -1.063 -0.187 -0.679 -0.7 -0.8 2.3
C -0.682 1.096 0.159 -0.5 0.3 0.1
C -0.289 -1.317 0.172 -1.4 -1.9 -2.2
C 0.809 0.961 0.436 -1.2 -3.3 1.2
N 1.030 -0.892 0.618 -1.4 3.7 0.8
N 1.511 0.036 -0.361 1.8 -0.5 -1.7
Cl 3.331 0.099 -0.187 -1.5 0.3 0.0
H -2.216 -0.355 -0.914 2.6 0.3 0.8
H -0.492 -0.230 -1.594 -0.2 0.7 -0.5
H -0.925 1.933 -0.496 0.3 0.4 0.1
H -1.252 1.334 1.174 1.1 -1.0 -2.1
H -0.902 -1.756 1.011 0.9 0.7 -0.7
H -0.125 -2.146 -0.611 -0.2 0.7 1.3
H 1.267 1.424 1.271 0.5 0.4 0.5
```
Positions in Å, forces in eV/Å.

As for the energy above the lowest of the compared OMol25 structures with the same formula, charge and spin: 123.2 kcal/mol. The total energy is -726.1443 Eh. The calculation puts the maximum force at 4.05 eV Å⁻¹. As for the charge: 0. As for the LUMO energy: 0.47 eV. The value obtained for the orbital gap is 0.33974 hartree.

Here are the Löwdin charges for atoms 1 to 2, given in e:
1 C -0.165
2 C -0.174

=====

No. 6
Entry from the Open Molecules 2025 dataset: one molecule with the formula C4H7ClN2O in a non-equilibrium geometry (wB97M-V/def2-TZVPD).

```
15
Properties=species:S:1:pos:R:3:forces:R:3
N 3.071 0.185 -0.280 0.6 -1.4 0.3
N 1.756 -0.136 -0.120 0.8 0.3 0.7
C 1.081 -1.417 0.125 1.9 -0.5 -0.3
C -0.130 -0.614 0.526 -0.7 0.8 0.7
C -1.333 -0.855 -0.312 -1.3 -1.4 -0.8
Cl -2.662 0.282 -0.063 -0.2 0.6 0.2
C 0.721 0.655 0.203 -2.2 -1.6 -0.3
O 0.429 1.797 0.105 0.5 1.7 0.2
H 3.525 0.433 0.591 -0.1 0.3 -0.2
H 3.166 0.832 -1.015 0.4 0.9 -0.7
H 1.552 -2.052 0.874 0.0 0.2 0.3
H 1.124 -1.988 -0.804 -0.8 -0.1 0.0
H -0.378 -0.608 1.613 0.2 -0.3 -0.8
H -1.191 -0.917 -1.408 0.5 0.4 0.6
H -1.792 -1.827 -0.064 0.4 0.2 0.1
```
Positions in Å, forces in eV/Å.

As for the energy above the lowest of the compared OMol25 structures with the same formula, charge and spin: 32.7 kcal/mol. The total energy is -801.5109 Eh. The calculation puts the maximum force at 2.77 eV Å⁻¹. As for the charge: 0. As for the LUMO energy: 0.76 eV. The value obtained for the orbital gap is 0.37119 hartree. As for the structure (SMILES): NN1C[C@H](CCl)C1=O.

Here are the Löwdin charges for atoms 1 to 2, given in e:
1 N 0.097
2 N -0.135

=====

Among the records above, which one has the highest maximum force? C4H7ClFN

=====

Among the records above, which one has the lowest orbital gap? C4H7Cl2NO